[1]
DFT (ωB97M-V/def2-TZVPD) results for an isolated ion of composition C3H10O4P and charge +1 in a non-equilibrium geometry.

CARTESIAN COORDINATES (ANGSTROEM)
C  -1.496  -1.877  0.023
C  -0.599  2.305  0.726
C  2.630  -0.557  -0.504
O  -0.217  -0.364  -2.074
O  -0.541  -0.893  0.421
O  -0.782  1.496  -0.469
O  1.552  0.348  -0.368
P  -0.057  0.126  -0.630
H  -1.972  -2.411  0.919
H  -1.200  -2.683  -0.713
H  -2.387  -1.519  -0.500
H  -1.416  1.994  1.404
H  -0.708  3.266  0.345
H  0.439  2.115  1.123
H  2.654  -1.402  0.287
H  3.524  -0.087  -0.333
H  2.649  -1.048  -1.431
H  -0.840  0.275  -2.455

multiplicity	1
LUMO	-3.20	eV
charge	+1


[2]
DFT (ωB97M-V/def2-TZVPD) results for a 2-piece molecular cluster, C3H10O4Si overall in a non-equilibrium geometry.

CARTESIAN COORDINATES (ANGSTROEM)
C  -0.566  -2.605  0.099
C  2.367  0.853  -1.475
C  -2.233  1.723  0.453
O  1.508  -0.267  2.439
O  -0.920  -1.274  -0.258
O  1.221  0.115  -1.258
O  -1.033  1.388  -0.363
Si  -0.074  0.108  -0.305
H  -0.322  -3.332  -0.710
H  -1.564  -3.076  0.447
H  0.273  -2.449  0.834
H  2.314  1.111  -2.527
H  3.386  0.237  -1.453
H  2.294  1.793  -0.855
H  -3.113  1.327  -0.099
H  -2.427  2.793  0.671
H  -2.057  1.159  1.449
H  0.945  0.396  2.909

multiplicity	1
LUMO (alpha / beta)	-0.50 / -0.54	eV
charge	0


[3]
DFT (ωB97M-V/def2-TZVPD) results for a 2-piece molecular cluster, C3H10OS overall in a non-equilibrium geometry.

CARTESIAN COORDINATES (ANGSTROEM)
C  -1.413  -1.218  -0.080
C  -0.189  -1.208  0.704
S  -0.186  0.144  2.047
C  1.456  0.809  1.677
H  -2.135  -0.631  0.456
H  -1.207  -0.837  -1.043
H  -1.739  -2.246  -0.233
H  -0.002  -2.161  1.104
H  0.580  -0.935  0.066
H  1.732  1.904  2.029
H  1.306  0.815  0.625
H  2.320  0.161  1.923
O  0.227  1.039  -5.202
H  0.885  1.681  -5.656
H  0.301  1.331  -4.212

multiplicity	1
SMILES string	CCSC.O
LUMO	0.54	eV
charge	0


Q: Which energy values were calculated for the entries above? A: -20746.250; -19338.930; -16154.587, in eV.
Q: Which energy relative to the best compared isomer or geometry (same formula, charge and spin) values were calculated for the entries above? A: 0.255; 5.346; 1.279, in eV.